#1
The following is a DFT calculation (wB97M-V/def2-TZVPD) of 3 unconnected molecules or ions with the total composition C5H17NO2.

The geometry in XYZ format:
```
25
Properties=species:S:1:pos:R:3:mulliken_charge:R:1
C 1.39225 1.91201 0.80683 -1.1541
C -0.10860 1.63624 0.89474 -0.2287
N -0.38020 0.21014 0.80786 -0.3316
C -1.78173 -0.19363 0.74032 0.4233
C -2.58109 0.47229 -0.37269 -1.3639
C -1.78764 -1.71707 0.55825 -1.4888
H 1.89413 1.05933 1.26460 0.2289
H 1.77964 2.09522 -0.19453 0.3232
H 1.61542 2.77387 1.43837 0.3759
H -0.65918 2.18462 0.13557 0.2257
H -0.46093 2.02091 1.86398 0.2545
H 0.11792 -0.18680 0.00971 0.2753
H -2.24187 0.04677 1.68946 0.2466
H -2.23359 0.23687 -1.38185 0.2945
H -2.56085 1.55876 -0.26697 0.3857
H -3.63740 0.22707 -0.27591 0.4104
H -2.71076 -2.20484 0.90574 0.3862
H -1.00936 -2.15165 1.16639 0.4115
H -1.67796 -1.98632 -0.49285 0.3328
O 1.07710 -2.92941 -5.53199 -0.6442
H 1.55592 -3.49798 -6.15310 0.3215
H 1.33549 -2.04789 -5.86294 0.3226
O 4.55510 0.39257 2.99702 -0.6473
H 4.88675 -0.07481 2.21336 0.3212
H 3.62145 0.16371 3.04066 0.3189
```

Computed properties:
frontier orbital gap = 9.55 eV
E_LUMO = 0.84 eV
total charge = 0
SMILES = CCNC(C)C.O.O

---

#2
The following is a DFT calculation (wB97M-V/def2-TZVPD) of 3 unconnected molecules or ions with the total composition C5H17NO2.

The geometry in XYZ format:
```
25
Properties=species:S:1:pos:R:3:mulliken_charge:R:1
C 1.21469 -1.33236 -1.79024 -1.3492
C 0.82841 -0.04529 -1.10664 -0.3374
N -0.55784 -0.12245 -0.53654 0.0295
C -1.49412 -0.10418 -1.63031 -1.0406
C -0.79164 0.92726 0.48507 -0.1538
C -1.99227 0.49336 1.28404 -1.2357
H 1.15994 -2.20565 -1.17610 0.3244
H 0.55281 -1.64864 -2.60737 0.3193
H 2.24264 -1.27429 -2.16164 0.4001
H 0.80902 0.83928 -1.73802 0.4920
H 1.58492 0.15791 -0.35333 0.2127
H -2.45293 0.41066 -1.56410 0.3799
H -1.64322 -1.10214 -2.04708 0.2886
H -1.10232 0.46505 -2.52526 0.3189
H -0.84163 1.92810 0.05318 0.3911
H 0.03296 0.84807 1.24114 0.0863
H -2.89979 0.49167 0.66067 0.3065
H -2.23824 1.02643 2.21155 0.3936
H -1.87232 -0.55897 1.48271 0.2912
O 1.28035 -1.03133 1.74806 -0.5882
H 2.00115 -1.54465 2.14780 0.2651
H 0.48392 -1.54973 1.60984 0.2628
O 1.70201 1.72524 1.76931 -0.6204
H 1.96539 2.33981 2.46439 0.2757
H 2.02810 0.86682 2.07886 0.2878
```

Computed properties:
frontier orbital gap = 8.67 eV
E_LUMO = 0.50 eV
total charge = 0
SMILES = CCN(C)CC.O.O

---

#3
The following is a DFT calculation (wB97M-V/def2-TZVPD) of 3 unconnected molecules or ions with the total composition C5H17NO2.

The geometry in XYZ format:
```
25
Properties=species:S:1:pos:R:3:mulliken_charge:R:1
C 2.14422 0.13178 -0.35153 -1.6409
C 1.09535 -0.42852 0.56633 0.7403
C 1.41077 -1.84480 1.12216 -1.3887
C -0.32843 -0.36896 -0.02832 0.7662
C -1.46307 -0.91270 0.84844 -1.6152
N -0.38312 -1.11878 -1.30334 -0.6048
H 1.85353 1.10669 -0.73903 0.3578
H 2.54941 -0.55476 -1.08850 0.3350
H 3.04448 0.36037 0.22285 0.4410
H 1.01404 0.20232 1.45396 0.3492
H 2.42213 -2.17661 0.86377 0.3824
H 1.42225 -1.87301 2.20926 0.2659
H 0.71843 -2.54276 0.66319 0.3654
H -0.62514 0.65508 -0.22181 -0.3572
H -1.47681 -1.99669 0.83617 0.3722
H -1.45855 -0.49282 1.85378 0.2999
H -2.38464 -0.61600 0.36331 0.3790
H -0.16411 -0.57179 -2.12494 0.2757
H 0.23248 -1.92033 -1.28871 0.2809
O -2.16528 2.21878 0.49058 -0.6028
H -2.88341 2.60485 0.98261 0.2752
H -1.36863 2.60231 0.87689 0.3072
O -0.90324 2.56699 -2.40513 -0.6625
H -0.86648 1.76953 -1.88240 0.3514
H -1.43616 3.19984 -1.91959 0.3271
```

Computed properties:
frontier orbital gap = 9.38 eV
E_LUMO = 0.41 eV
total charge = 0
SMILES = CC(C)[C@H](C)N.O.O

---

Which structure wins on stability? #3 wins.

---

#1
The following is a DFT calculation (wB97M-V/def2-TZVPD) of 2 unconnected molecules or ions with the total composition C2H6NO3.

The geometry in XYZ format:
```
12
Properties=species:S:1:pos:R:3:mulliken_charge:R:1
C 1.56310 -0.29838 -1.18539 -0.7649
N 0.19544 -0.77802 -1.24456 -0.3088
C -0.69528 -0.49862 -0.18272 0.5933
O -1.58196 -1.36481 0.01557 -0.7721
O -0.51832 0.57040 0.42139 -0.8508
H 1.88078 -0.24349 -0.13794 0.2564
H 2.23679 -1.03788 -1.64533 0.3317
H 1.65507 0.62291 -1.75397 0.1933
H 0.02774 -1.72777 -1.52835 0.2533
H -1.48512 1.50138 3.17889 0.2612
H -1.37849 1.39515 1.67820 0.4977
O -1.89975 1.85914 2.38421 -0.6903
```

Computed properties:
frontier orbital gap = 8.31 eV
E_LUMO = 4.09 eV
total charge = -1

---

#2
The following is a DFT calculation (wB97M-V/def2-TZVPD) of a molecular structure, C2H6NO3.

The geometry in XYZ format:
```
12
Properties=species:S:1:pos:R:3:mulliken_charge:R:1
O 1.22574 0.71165 0.68087 -0.6412
C 0.01130 0.71995 0.34554 -0.0401
N -0.75385 -0.30432 0.07968 -0.3831
C -2.29657 -0.87038 -0.89600 -0.1310
O -2.56962 -2.08385 -0.83591 -0.6479
H -0.46269 1.69742 0.51983 0.3259
H -0.21114 -0.99586 -0.43170 0.2156
H -1.94879 -0.48507 -1.86820 0.2150
H -3.03098 -0.20619 -0.38360 0.1938
H 3.44597 2.15218 0.16189 0.2394
H 2.49885 1.12512 0.85807 0.4523
O 3.61790 1.34238 0.65998 -0.7988
```

Computed properties:
frontier orbital gap = 8.75 eV
E_LUMO = 4.07 eV
total charge = -1

---

#3
The following is a DFT calculation (wB97M-V/def2-TZVPD) of 2 unconnected molecules or ions with the total composition C2H6NO3.

The geometry in XYZ format:
```
12
Properties=species:S:1:pos:R:3:mulliken_charge:R:1
C -0.64374 -1.05583 0.08516 -0.8027
N 0.24153 -0.65354 -1.01387 -0.2078
C -0.24086 0.26687 -2.01465 0.5320
O 0.04018 -0.03981 -3.20052 -0.7730
O -0.87592 1.24905 -1.57561 -0.7386
H -1.10120 -0.12472 0.42265 0.2701
H -0.00557 -1.38356 0.90459 0.2902
H -1.39844 -1.74679 -0.28842 0.2421
H 1.01503 -1.26757 -1.21545 0.1967
H 0.59709 2.14464 2.24101 0.3406
H 1.55546 1.06806 2.66680 0.3040
O 0.81644 1.54321 2.98829 -0.6536
```

Computed properties:
frontier orbital gap = 7.23 eV
E_LUMO = 3.70 eV
total charge = -1

---

Which structure wins on stability? #1 wins.

---

#1
The following is a DFT calculation (wB97M-V/def2-TZVPD) of 2 unconnected molecules or ions with the total composition C2H6NO3.

The geometry in XYZ format:
```
12
Properties=species:S:1:pos:R:3:mulliken_charge:R:1
O -1.89826 -0.83083 -0.50530 -0.7284
C -0.79457 -0.32330 -0.24636 0.4739
O -0.61187 0.76539 0.38665 -0.7938
C 0.45953 -0.99919 -0.73240 -0.3109
N 1.27812 -0.23828 -1.68209 -0.6500
H 1.12670 -1.24859 0.09437 0.2982
H 0.18608 -1.90869 -1.27832 0.2280
H 1.84723 0.48623 -1.25482 0.2689
H 0.70634 0.28586 -2.32818 0.2116
H 0.94736 2.12866 2.45859 0.2577
H 0.45772 0.98618 1.52105 0.4688
O 1.01790 1.16120 2.32368 -0.7242
```

Computed properties:
frontier orbital gap = 8.71 eV
E_LUMO = 4.30 eV
total charge = -1

---

#2
The following is a DFT calculation (wB97M-V/def2-TZVPD) of 2 unconnected molecules or ions with the total composition C2H6NO3.

The geometry in XYZ format:
```
12
Properties=species:S:1:pos:R:3:mulliken_charge:R:1
C 1.53812 -0.20005 -1.09634 -0.8418
N 0.48808 -0.25534 -0.12637 -0.1504
C 0.37687 0.69368 0.90617 0.5588
O -0.71385 0.63419 1.56360 -0.8751
O 1.32123 1.48233 1.07077 -0.7390
H 1.47685 0.64111 -1.79586 0.2178
H 2.51130 -0.15730 -0.60564 0.2529
H 1.50789 -1.11255 -1.70312 0.3263
H -0.24247 -0.93916 -0.18797 0.2291
H -1.98875 -0.07002 0.86106 0.4752
H -3.53645 -0.18272 0.75764 0.2612
O -2.73883 -0.53419 0.35607 -0.7150
```

Computed properties:
frontier orbital gap = 8.56 eV
E_LUMO = 4.19 eV
total charge = -1

---

Which structure wins on stability? #2 wins.